[1]
Entry from the OMol25 dataset: a cluster of 2 separate species, C5H11O2 in total in a non-equilibrium geometry (the ωB97M-V functional and the def2-TZVPD basis).

Element x y z (Å)
C  0.98418  -1.47706  1.04954
C  -0.14699  -1.32130  1.99637
H  1.40203  -0.55023  0.56984
H  1.98279  -1.79277  1.24372
H  0.87422  -2.11425  0.13320
H  0.17979  -0.49108  2.66541
H  -0.41724  -2.20462  2.64474
H  -1.11421  -1.11455  1.59682
C  -0.53876  1.35948  -0.65701
C  -1.25269  0.30908  -1.54473
C  0.94643  1.80761  -1.13974
O  1.73109  1.74438  -0.26092
O  1.13904  1.98942  -2.32009
H  -0.99963  2.49185  -0.93315
H  -0.52394  0.96028  0.38244
H  -2.28733  0.50183  -1.77903
H  -1.12383  -0.54371  -1.12873
H  -0.83498  0.44564  -2.51869

* HOMO level: -3.612 eV
* multiplicity: 1
* energy: -347.56467 Eh
* net charge: -1
* M: 103.14 g/mol

Here are the natural (NBO) charges for atoms 1 to 8, given in e:
1. C -0.69
2. C -0.62
3. H 0.28
4. H 0.22
5. H 0.19
6. H 0.21
7. H 0.18
8. H 0.21


[2]
Entry from the OMol25 dataset: a structure of composition C25H45ClNO3PRu in a non-equilibrium geometry (the ωB97M-V functional and the def2-TZVPD basis).

Element x y z (Å)
Ru  -1.51994  -0.32475  1.40542
P  -0.01995  -0.36765  -0.41922
Cl  -2.91052  -1.29012  -0.18719
C  -0.82651  -1.90557  2.10057
H  -0.06328  -2.01985  2.89792
H  -1.13239  -2.88751  1.69063
C  -0.82636  0.41610  -1.92307
C  0.27349  -2.18429  -0.87012
C  0.04995  0.81088  -3.12348
H  -1.51944  -0.36971  -2.26694
C  -0.83945  1.31230  -4.27044
H  0.74080  1.61102  -2.82713
H  0.66305  -0.02990  -3.47738
C  -1.75663  2.46615  -3.84181
H  -0.21668  1.62248  -5.11732
H  -1.46627  0.48156  -4.61843
C  -2.57370  2.11935  -2.58981
H  -1.14070  3.34799  -3.61969
H  -2.42587  2.74857  -4.66434
C  -1.68109  1.61378  -1.46258
H  -3.13599  2.99171  -2.24086
H  -3.30056  1.33581  -2.83515
H  -1.00167  2.41241  -1.12673
H  -2.30749  1.31641  -0.60583
C  1.70449  0.34553  -0.21928
C  1.28953  -2.84503  0.07995
H  -0.71025  -2.63205  -0.66263
C  1.30700  -4.36300  -0.11542
H  2.29190  -2.43905  -0.10125
H  1.02370  -2.61226  1.12142
C  1.56071  -4.75706  -1.57473
H  2.06200  -4.81211  0.54010
H  0.33365  -4.76251  0.19483
C  0.60693  -4.04710  -2.54236
H  2.59421  -4.49591  -1.83634
H  1.47689  -5.84420  -1.69117
C  0.57774  -2.52471  -2.34205
H  0.87076  -4.28619  -3.57932
H  -0.40596  -4.43099  -2.37936
H  1.54792  -2.10937  -2.64127
H  -0.17643  -2.08472  -3.00889
C  1.67601  1.87258  -0.04074
H  2.03323  -0.10963  0.73203
C  3.04887  2.39096  0.38874
H  1.35949  2.35228  -0.98163
H  0.93644  2.14584  0.71677
C  4.15092  1.97754  -0.59148
H  3.01006  3.48014  0.48207
H  3.28560  1.98781  1.38148
C  4.13286  0.46884  -0.86766
H  4.01459  2.51810  -1.53891
H  5.13159  2.27865  -0.20388
C  2.74998  -0.03370  -1.28716
H  4.86800  0.21521  -1.63741
H  4.43510  -0.05487  0.04541
H  2.47509  0.41100  -2.25488
H  2.79164  -1.11755  -1.43833
C  -1.11724  1.76593  2.11919
C  -0.27419  0.75503  2.69891
H  -0.78574  2.29388  1.21937
C  -0.34901  0.44252  4.18434
H  0.71610  0.61816  2.25492
C  -1.67522  0.89229  4.80709
H  -0.18809  -0.62996  4.35444
H  0.47455  0.98650  4.66933
C  -1.99430  2.35307  4.48747
H  -2.49603  0.29641  4.38124
H  -1.68301  0.71824  5.89079
C  -2.06039  2.60022  2.96347
H  -2.94087  2.65186  4.95914
H  -1.22276  2.98893  4.92850
H  -3.09388  2.40693  2.63284
H  -1.87303  3.67472  2.76947
O  -5.63706  0.15896  3.44934
N  -4.65744  -0.56603  3.14553
O  -4.56243  -1.76937  3.44960
O  -3.69706  0.05202  2.48133

* HOMO level (alpha / beta): -7.533 / -8.342 eV
* ⟨S²⟩: 6.04
* multiplicity: 5
* energy: -2156.23910 Eh
* net charge: 0
* M: 575.14 g/mol

Here are the Löwdin charges for atoms 1 to 8, given in e:
1. Ru 1.02
2. P 1.04
3. Cl 0.13
4. C -0.25
5. H 0.01
6. H 0.01
7. C -0.44
8. C -0.42


[3]
Entry from the OMol25 dataset: a cluster of 6 separate species, C46H62F7NOP in total (the ωB97M-V functional and the def2-TZVPD basis).

Element x y z (Å)
C  3.08574  -1.75728  1.77790
C  2.18658  -2.01305  0.56981
C  2.25946  -0.91824  -0.50294
C  0.91504  -0.21948  -0.90307
N  -0.29912  -0.76481  -0.31698
P  -1.34662  0.13083  0.89129
C  -2.57560  0.88128  2.13770
F  -2.74622  -0.48573  -0.09062
C  0.20746  0.66324  1.84429
C  0.14924  1.43436  3.17070
C  -0.00476  2.95381  3.00970
O  1.09316  3.66905  3.57101
C  2.25146  3.52890  2.78192
C  -1.44015  1.66686  -0.30922
C  -2.57201  2.71665  -0.45332
C  -2.47946  3.98408  0.40397
C  -4.01098  2.19936  -0.50303
C  -1.64647  -1.55132  1.85464
F  -1.43240  -2.73204  1.08052
C  -0.92963  -1.82980  3.16742
C  -1.77983  -2.61743  4.16537
H  2.82566  -2.39742  2.62347
H  4.14136  -1.91330  1.53037
H  2.99764  -0.71852  2.11519
H  2.49447  -2.96722  0.12963
H  1.14645  -2.13313  0.87694
H  2.96401  -0.14589  -0.16650
H  2.70333  -1.33754  -1.41063
H  1.03076  0.85335  -0.74401
H  0.84060  -0.31259  -1.99476
H  -0.92593  -1.03273  -1.05762
H  -3.57755  0.68836  1.76420
H  -2.52028  0.41029  3.12556
H  -2.46482  1.95568  2.28145
H  0.79981  1.30703  1.18926
H  0.82712  -0.22411  1.97681
H  1.12117  1.29715  3.66494
H  -0.57653  1.04956  3.88611
H  -0.89151  3.34894  3.50774
H  -0.07325  3.20062  1.94384
H  2.76841  4.48956  2.70843
H  2.00680  3.19289  1.77001
H  2.94483  2.79749  3.21626
H  -1.40852  1.18189  -1.28942
H  -0.50552  2.23979  -0.25910
H  -2.39725  3.10672  -1.46928
H  -3.09436  4.76960  -0.04898
H  -1.45516  4.36227  0.44159
H  -2.85142  3.84807  1.42145
H  -4.63157  2.90875  -1.06022
H  -4.45643  2.09704  0.48783
H  -4.06136  1.23696  -1.01226
H  -2.72709  -1.57390  2.02648
H  -0.57391  -0.92376  3.64750
H  -0.04532  -2.42901  2.92630
H  -1.16221  -3.12374  4.91272
H  -2.46033  -1.95533  4.70879
H  -2.37923  -3.37039  3.64906
F  -6.13462  3.02791  -2.71176
C  -5.74178  2.44439  -3.85810
C  -5.72410  3.14134  -5.04784
C  -5.24630  2.48342  -6.17754
C  -4.78698  1.17352  -6.09948
C  -4.82386  0.50703  -4.88106
C  -5.31183  1.13952  -3.75385
H  -6.06411  4.16727  -5.07975
H  -5.21228  3.01214  -7.12159
H  -4.38895  0.68137  -6.97657
H  -4.45106  -0.50269  -4.78426
H  -5.32532  0.65369  -2.78777
F  3.16151  2.35665  -0.46478
C  4.47209  2.22327  -0.73184
C  5.01553  2.93448  -1.78263
C  6.37099  2.78691  -2.04199
C  7.14940  1.94134  -1.26383
C  6.57192  1.23636  -0.21541
C  5.21947  1.37550  0.06125
H  4.38386  3.58154  -2.37520
H  6.81821  3.33769  -2.85949
H  8.20478  1.82855  -1.47476
H  7.17576  0.57379  0.38658
H  4.74050  0.83973  0.87024
F  8.41051  -1.22750  0.60294
C  9.73109  -1.36602  0.84362
C  10.26572  -0.75836  1.96115
C  11.62459  -0.90592  2.19951
C  12.41682  -1.64314  1.33055
C  11.84666  -2.23980  0.21452
C  10.48909  -2.10701  -0.03960
H  9.62663  -0.18717  2.62006
H  12.06382  -0.44077  3.07209
H  13.47543  -1.75254  1.52272
H  12.46054  -2.81381  -0.46698
H  10.01820  -2.56413  -0.89860
F  -2.40663  -1.72444  -5.09764
C  -2.59176  -2.57479  -4.05731
C  -1.91379  -2.32362  -2.88160
C  -2.13954  -3.16403  -1.80156
C  -3.01708  -4.23409  -1.91754
C  -3.67956  -4.46121  -3.11597
C  -3.47664  -3.62235  -4.20442
H  -1.24641  -1.47548  -2.81346
H  -1.63761  -2.96835  -0.86295
H  -3.19194  -4.88193  -1.06960
H  -4.36851  -5.29116  -3.20658
H  -3.99222  -3.76616  -5.14425
F  -5.02637  -0.69463  3.07234
C  -5.86203  -1.23200  2.16055
C  -7.11236  -1.65551  2.56368
C  -7.95759  -2.20509  1.60845
C  -7.54245  -2.32486  0.28997
C  -6.27354  -1.89202  -0.07717
C  -5.41186  -1.33478  0.85594
H  -7.40697  -1.55374  3.59939
H  -8.94492  -2.54048  1.90022
H  -8.20485  -2.75658  -0.44907
H  -5.94218  -1.99088  -1.10340
H  -4.41288  -0.99303  0.59522

* HOMO level: -4.511 eV
* multiplicity: 1
* energy: -2960.39081 Eh
* net charge: -1
* M: 808.97 g/mol

Here are the Löwdin charges for atoms 1 to 8, given in e:
1. C -0.13
2. C -0.26
3. C -0.17
4. C -0.27
5. N -0.16
6. P 0.70
7. C -0.17
8. F -0.36